Arrangement i

Computed, not measured: 3 unconnected molecules or ions with the total composition C3H14NO2, with ωB97M-V/def2-TZVPD.

Properties
LUMO (eV): -3.12
Gap between HOMO and LUMO (eV): 12.3

Structure (ORCA input):
```
! RIJCOSX wB97M-V def2-TZVPD def2/J DEFGRID3
* xyz 1 1
C -0.9959 0.1613 0.0845
C -0.6360 1.4211 -0.7010
C -0.3160 2.6368 0.1710
N 0.1042 -0.8950 0.0146
H -1.2033 0.4712 1.1015
H -1.8386 -0.3651 -0.3599
H -1.4826 1.6971 -1.3323
H 0.1757 1.2543 -1.4196
H -0.9452 2.5566 1.0608
H 0.6702 2.6623 0.6360
H -0.6349 3.6013 -0.2129
H 0.5861 -0.7061 -0.8626
H 0.7977 -0.8574 0.7719
H -0.2918 -1.7791 0.1682
H 2.1492 -0.4247 2.7315
H 3.5394 -0.0776 2.0527
O 2.6102 -0.2609 1.9052
H -1.4084 -3.2710 -1.9301
H -0.4108 -4.3704 -2.0868
O -0.4692 -3.4548 -1.7928
*
```



Arrangement ii

Computed, not measured: 3 unconnected molecules or ions with the total composition C3H14NO2, with ωB97M-V/def2-TZVPD.

Properties
LUMO (eV): -3.29
Gap between HOMO and LUMO (eV): 11.6

Structure (ORCA input):
```
! RIJCOSX wB97M-V def2-TZVPD def2/J DEFGRID3
* xyz 1 1
C 0.6640 -0.7800 1.2744
C 0.7657 0.6985 1.6951
C -0.5633 1.6909 1.4455
N 0.5991 -1.0799 -0.2378
H 1.6514 -1.2852 1.6893
H -0.1521 -1.3938 1.7719
H 1.4306 1.2212 1.0484
H 0.9116 0.8439 2.7292
H -1.5900 1.3046 1.0544
H -0.6592 2.2443 2.3542
H -0.2925 2.4021 0.6711
H -0.2727 -1.5184 -0.5365
H 0.7221 -0.3440 -0.9545
H 1.4217 -1.7480 -0.3802
H -2.1344 -0.6109 -2.5182
H -2.7500 -1.4594 -1.5183
O -1.9027 -0.8877 -1.6719
H 1.1993 0.9349 -2.6677
H 0.0435 -0.2881 -2.8368
O 0.9080 0.0550 -2.4117
*
```



Arrangement iii

Computed, not measured: 3 unconnected molecules or ions with the total composition C3H14NO2, with ωB97M-V/def2-TZVPD.

Properties
LUMO (eV): -2.92
Gap between HOMO and LUMO (eV): 12.8

Structure (ORCA input):
```
! RIJCOSX wB97M-V def2-TZVPD def2/J DEFGRID3
* xyz 1 1
C 0.5737 -2.6600 0.1334
C 1.3056 -1.3209 -0.0429
N 0.3860 -0.2001 0.1668
C 0.9832 1.1464 -0.2512
H -0.2924 -2.6405 -0.5303
H 1.2178 -3.4749 -0.1883
H 0.3178 -2.8124 1.1793
H 2.0936 -1.2398 0.7096
H 1.8020 -1.2941 -1.0088
H 0.0541 -0.0753 1.1192
H -0.5081 -0.2704 -0.3409
H 1.4782 1.6596 0.5618
H 0.2146 1.6830 -0.7889
H 1.7383 0.8628 -0.9827
H -2.5283 0.6833 -1.8614
H -1.4618 1.1429 -2.7622
O -1.5629 0.7608 -1.8808
H -1.2740 1.2263 2.6137
H -1.6290 2.5523 2.0728
O -1.0577 1.7965 1.8692
*
```



Stability verdict: arrangement iii, ahead by 8.0 kcal/mol